[1]
{"formula": "C16H15N6O4PtS2", "method": "wB97M-V/def2-TZVPD", "lumo_energy_ev": 2.62, "max_force_ev_per_a": 1.47, "de_lowest_ev": 0.000, "total_charge": -1, "homo_ha": -0.0928, "species": ["Pt", "N", "C", "N", "C", "N", "C", "C", "N", "C", "C", "N", "H", "H", "H", "H", "H", "S", "O", "C", "N", "S", "O", "O", "C", "C", "C", "C", "C", "C", "H", "H", "H", "H", "C", "C", "C", "O", "H", "H", "H", "H", "H", "H"], "coordinates": [[0.40054, -0.65983, -1.83651], [-3.34564, -2.08203, -2.30861], [-2.29356, -1.30246, -2.54585], [-1.33873, -1.64135, -1.68741], [-1.86928, -2.68019, -0.97419], [-3.10246, -2.96797, -1.32500], [-1.11035, -3.44425, 0.03446], [-1.70844, -4.45229, 0.78338], [-1.03676, -5.15023, 1.68837], [0.24820, -4.83099, 1.83456], [0.84590, -3.83627, 1.07966], [0.17055, -3.14168, 0.17744], [-4.23124, -2.08660, -2.78027], [-2.18865, -0.56145, -3.31674], [-2.75752, -4.68602, 0.63755], [0.81621, -5.38606, 2.57246], [1.89533, -3.59331, 1.20600], [0.53020, -1.45064, -3.96663], [1.81465, 2.24074, -0.13870], [0.86551, 1.71603, 0.44581], [0.17817, 0.61781, 0.06560], [-1.07286, 0.30621, 1.06907], [-0.91750, -0.93364, 1.78221], [-2.32982, 0.51017, 0.39326], [-0.77192, 1.64886, 2.18238], [-1.45544, 2.03513, 3.31748], [-0.98037, 3.14955, 3.99761], [0.13843, 3.84133, 3.53564], [0.80394, 3.43689, 2.38609], [0.33016, 2.32311, 1.71596], [-2.32411, 1.49019, 3.66282], [-1.48365, 3.48591, 4.89518], [0.48827, 4.70797, 4.08288], [1.66959, 3.96572, 2.00898], [1.30898, 2.22569, -2.87542], [2.36024, 1.43992, -2.15226], [3.75287, 2.00497, -2.09954], [2.25594, 0.22714, -2.00916], [1.53062, 3.29151, -2.87094], [0.32373, 2.03043, -2.45923], [1.30068, 1.82714, -3.89518], [3.74991, 3.09026, -2.04209], [4.25158, 1.69074, -3.01944], [4.28813, 1.58386, -1.25171]], "forces_ev_per_angstrom": [[0.15, -0.07, 0.03], [-0.24, 0.06, -0.15], [0.32, -0.33, 0.43], [-0.55, 0.24, -0.41], [0.44, 0.19, 0.03], [0.14, -0.06, 0.04], [0.04, 0.17, -0.14], [-0.25, -0.05, 0.02], [0.05, 0.02, -0.01], [-0.05, -0.04, 0.04], [0.01, 0.03, -0.01], [0.07, -0.10, 0.04], [0.01, -0.01, 0.00], [-0.04, 0.02, -0.01], [0.05, 0.00, 0.03], [-0.01, -0.01, 0.01], [-0.01, 0.02, -0.02], [-0.04, 0.05, 0.07], [0.10, 0.12, 0.15], [-0.26, -0.21, 0.00], [0.15, -0.04, 0.26], [-0.17, -0.02, -0.11], [0.06, -0.02, -0.01], [0.01, 0.01, 0.03], [-0.02, -0.02, -0.06], [-0.02, -0.03, 0.03], [0.03, 0.00, -0.04], [-0.01, 0.02, 0.03], [0.04, 0.01, -0.01], [0.00, 0.10, 0.03], [0.00, 0.00, -0.01], [0.00, 0.00, 0.00], [0.00, 0.00, 0.00], [0.00, -0.01, 0.00], [-0.08, 0.16, 0.25], [0.44, 0.15, -1.39], [-0.04, 0.05, 0.21], [-0.29, -0.41, 0.66], [-0.02, 0.01, -0.01], [0.00, -0.01, 0.01], [-0.01, -0.01, 0.00], [0.00, 0.01, 0.04], [0.00, 0.03, -0.01], [0.00, -0.01, -0.02]], "lowdin_charge": [0.636, 0.032, -0.197, -0.128, -0.288, 0.124, -0.212, -0.081, 0.071, -0.136, -0.110, 0.135, 0.151, 0.087, 0.108, 0.095, 0.109, -0.377, 0.032, -0.472, -0.157, 0.617, -0.297, -0.311, -0.216, -0.037, -0.083, -0.080, -0.008, -0.129, 0.119, 0.098, 0.098, 0.117, -0.043, -0.537, -0.016, -0.193, 0.078, 0.063, 0.083, 0.076, 0.096, 0.087]}



[2]
{"formula": "C4H7F", "method": "wB97M-V/def2-TZVPD", "lumo_energy_ev": 1.16, "max_force_ev_per_a": 4.30, "smiles": "FCC1CC1", "de_lowest_ev": 2.180, "homo_ha": -0.3842, "species": ["C", "C", "C", "C", "H", "H", "H", "H", "H", "H", "H", "F"], "coordinates": [[-1.37346, -0.51545, 0.15443], [-0.11804, 0.02743, -0.46753], [0.76425, 1.03589, 0.19856], [1.28507, -0.39747, -0.25477], [-1.56656, -1.50882, -0.08356], [-1.26186, -0.67949, 1.32662], [-0.32745, 0.10272, -1.50437], [1.04349, 2.05596, -0.39242], [0.37749, 1.01475, 1.23369], [2.19733, -0.79072, -0.66411], [1.22453, -0.87515, 0.70321], [-2.24477, 0.53035, -0.24976]], "forces_ev_per_angstrom": [[2.24, 2.30, 2.86], [0.53, -0.89, -2.10], [0.10, 0.82, -1.87], [-0.81, 0.80, 4.11], [-1.34, -1.42, -1.67], [-0.50, 1.33, -1.92], [-0.26, 0.81, -0.97], [-0.76, -2.74, 1.79], [1.16, 0.94, -0.35], [-0.23, 0.61, -1.48], [0.54, -0.83, 0.63], [-0.68, -1.73, 0.98]], "lowdin_charge": [-0.153, -0.384, -0.088, -0.095, 0.087, 0.155, 0.123, 0.150, 0.096, 0.095, 0.071, -0.056]}



[3]
{"formula": "C7H12N4O4", "method": "wB97M-V/def2-TZVPD", "lumo_energy_ev": [-0.01, -1.28], "max_force_ev_per_a": 5.19, "de_lowest_ev": 7.176, "homo_ha": [-0.2988, -0.2752], "species": ["C", "C", "C", "C", "C", "C", "C", "N", "N", "N", "N", "O", "O", "O", "O", "H", "H", "H", "H", "H", "H", "H", "H", "H", "H", "H", "H"], "coordinates": [[-0.09742, 1.50554, -1.73520], [0.66457, -2.20760, -1.31254], [-2.02605, 0.48099, -0.58132], [-0.18636, 0.44605, 1.06961], [-2.09456, 1.98771, 1.28750], [0.20973, -0.99117, 0.71006], [1.30613, -1.13926, -0.42322], [-1.22816, 1.08200, -1.61899], [-1.47947, 0.76257, 0.72492], [0.78318, 1.30344, 1.37097], [2.59912, -1.49054, 0.02665], [1.55967, -2.95072, -1.88908], [-0.50698, -2.27458, -1.56222], [0.53389, 2.48508, 1.52693], [1.92313, 0.83417, 1.55185], [0.65091, 1.90505, -2.33590], [-3.11310, 0.67731, -0.71725], [-1.99466, -0.54792, -1.10404], [-1.63947, 2.78935, 0.66314], [-3.27995, 1.94318, 1.44595], [-1.62158, 2.10844, 2.15713], [-0.72398, -1.47042, 0.58342], [0.51342, -1.36800, 1.76340], [1.12549, -0.20775, -0.95521], [2.37322, -2.45584, -1.59567], [2.77512, -2.44036, 0.34468], [2.97416, -0.76672, 0.60443]], "forces_ev_per_angstrom": [[-2.23, -1.53, 2.61], [-0.48, 1.21, -0.38], [0.11, -2.51, -1.95], [-2.06, -3.43, -3.31], [-1.94, -0.30, -3.12], [1.02, 1.55, 3.49], [-3.74, -1.24, 2.17], [1.08, 2.27, -1.84], [-1.33, 0.45, 0.96], [1.36, 0.66, 0.91], [0.98, 0.00, -1.36], [1.84, -0.34, -0.39], [-0.43, -0.21, 0.09], [-0.14, 1.84, 0.21], [0.47, -0.18, 0.03], [0.70, 0.58, -1.31], [0.96, 0.77, 0.59], [0.24, 0.48, 2.18], [-1.38, 0.14, 0.31], [2.79, -0.01, -0.82], [1.24, 0.66, 3.74], [-0.68, -0.73, -0.86], [0.34, 0.12, -1.80], [1.22, 0.22, -0.26], [0.25, -1.07, -0.58], [-0.53, 0.50, 0.29], [0.35, 0.11, 0.41]], "lowdin_charge": [0.117, -0.539, -0.192, -0.206, -0.028, -0.042, -0.287, 0.038, -0.083, -0.386, 0.064, 0.145, 0.096, 0.024, 0.005, 0.057, 0.142, 0.146, 0.100, 0.147, 0.025, 0.087, 0.161, 0.111, 0.111, 0.113, 0.071]}